Density functional theory data (wB97M-V/def2-TZVPD) for a gas-phase ion, C2H7N2 (charge +1) in a non-equilibrium geometry.

Total charge ... +1
SMILES ... C/[NH+]=C/N
Multiplicity ... 1

Structure (XYZ):
```
11
Properties=species:S:1:pos:R:3:forces:R:3
C -1.3744 -1.2777 -0.3171 0.5 -2.2 0.5
N 1.4522 1.1990 0.2318 -1.7 -0.5 -0.6
C 0.4576 0.4124 -0.2875 1.7 -0.8 -0.1
N -0.4745 -0.2552 0.4117 0.2 0.9 -2.6
H -2.2673 -0.9733 -0.8259 -0.6 1.5 0.5
H -1.7305 -2.0629 0.4546 1.0 1.3 -1.3
H -0.9104 -1.8030 -1.2443 0.4 0.9 2.2
H 1.4392 1.6465 1.1531 -0.3 -0.6 -0.4
H 2.2121 1.5427 -0.3582 -0.7 -0.3 0.0
H 0.5869 0.1347 -1.4100 -0.3 0.5 2.2
H -0.6730 0.1008 1.3536 -0.2 -0.7 -0.4
```
Forces are in eV/Å.

Density functional theory data (wB97M-V/def2-TZVPD) for a gas-phase ion, C2H7N2O (charge +1) in a non-equilibrium geometry.

Total charge ... +1
SMILES ... NOCC=[NH2+]
Multiplicity ... 1

Structure (XYZ):
```
12
Properties=species:S:1:pos:R:3:forces:R:3
C 0.3046 0.9372 0.0501 0.4 -1.2 0.8
C -0.7004 0.0016 -0.5861 -1.1 0.7 1.9
N 1.5747 -0.9166 0.0281 -0.9 1.4 -1.9
N -1.8387 -0.1889 0.0321 -0.8 0.6 0.0
O 1.5899 0.5070 -0.2594 0.1 -0.1 -0.8
H 0.2088 2.0079 -0.2686 -0.2 -0.9 0.7
H 0.1966 0.6468 1.1465 -0.4 1.5 -0.5
H -0.4186 -0.5255 -1.4725 -0.4 -0.1 -0.7
H 1.3260 -0.9112 0.9827 0.6 -0.8 1.7
H 2.5173 -1.1696 -0.2054 0.4 -0.5 0.5
H -2.0980 0.2293 0.9983 1.0 -0.6 -2.2
H -2.6623 -0.6180 -0.4458 1.2 0.0 0.5
```
Forces are in eV/Å.

Density functional theory data (wB97M-V/def2-TZVPD) for 2 unconnected molecules or ions with the total composition C2H7N2O in a non-equilibrium geometry.

Total charge ... +1
Multiplicity ... 1

Structure (XYZ):
```
12
Properties=species:S:1:pos:R:3:forces:R:3
N 2.4389 0.1989 -1.1458 -0.8 -1.0 0.4
C -0.5692 0.1523 1.4965 -0.2 0.4 1.2
C -0.9034 -0.2751 0.1988 -1.2 -0.9 -4.4
N -2.1459 0.1027 -0.2974 -0.2 -0.8 0.6
O -0.1503 -0.9410 -0.5534 -0.4 0.8 2.0
H 3.1655 -0.3464 -1.6312 -0.7 0.5 0.5
H 1.6114 -0.3516 -0.8148 1.6 0.6 -0.6
H 2.7824 0.8710 -0.4694 0.1 -0.1 -0.3
H 0.3483 -0.1937 1.9376 0.4 0.0 0.2
H -1.2822 0.7459 2.0948 0.5 -0.3 -0.2
H -2.4344 -0.3947 -1.2073 0.4 1.2 2.0
H -2.8611 0.4319 0.3916 0.7 -0.5 -1.4
```
Forces are in eV/Å.

Density functional theory data (wB97M-V/def2-TZVPD) for a gas-phase ion, C2H7N2O (charge +1) in a non-equilibrium geometry.

Total charge ... +1
Multiplicity ... 1

Structure (XYZ):
```
12
Properties=species:S:1:pos:R:3:forces:R:3
C 0.9594 0.5302 -0.1038 0.0 0.5 0.1
C -1.2922 -0.3494 -0.2308 2.1 -2.8 -0.6
N -0.5018 0.6679 -0.0302 -2.2 3.7 2.1
N 1.1104 -0.9432 -0.0712 1.3 -0.3 1.5
O -2.5693 -0.3446 -0.0136 1.3 -1.1 -0.7
H 1.3682 1.0195 -1.0109 -0.4 -0.9 0.0
H 1.5445 1.0602 0.7004 -1.2 -0.8 -0.2
H 0.0062 -1.3569 -0.4657 0.1 1.3 -0.2
H -0.9209 1.5743 0.4387 1.4 -1.9 -1.3
H 2.1063 -1.1146 -0.3492 -1.3 -0.7 0.0
H 0.9718 -1.2745 0.9363 0.7 0.6 -1.5
H -2.7827 0.5312 0.2000 -1.7 2.5 0.8
```
Forces are in eV/Å.

Density functional theory data (wB97M-V/def2-TZVPD) for a gas-phase ion, C2H7N2O (charge +1) in a non-equilibrium geometry.

Total charge ... +1
SMILES ... NC(=O)C[NH3+]
Multiplicity ... 1

Structure (XYZ):
```
12
Properties=species:S:1:pos:R:3:forces:R:3
N 0.8740 1.1186 -0.7029 0.5 0.1 -0.7
C 0.5173 -0.2959 -0.5005 -0.2 -1.3 0.9
C -0.4026 -0.2630 0.7199 -0.5 0.7 -0.1
N -1.4571 -1.0699 0.8003 0.0 -0.1 0.3
O -0.1498 0.6224 1.5249 -0.1 0.0 0.1
H 1.8470 1.2471 -0.9853 0.0 0.0 0.1
H 0.2956 1.5622 -1.4134 -0.2 0.1 0.0
H 0.7039 1.5450 0.2373 0.0 0.0 0.1
H 1.3871 -0.8389 -0.1324 0.2 0.1 -0.3
H 0.1006 -0.8458 -1.3389 0.1 0.5 -0.4
H -1.6866 -1.8142 0.1645 0.2 0.0 -0.1
H -2.0295 -0.9676 1.6264 0.0 -0.1 0.0
```
Forces are in eV/Å.

Density functional theory data (wB97M-V/def2-TZVPD) for 2 unconnected molecules or ions with the total composition C2H7N2O in a non-equilibrium geometry.

Total charge ... +1
Multiplicity ... 3

Structure (XYZ):
```
12
Properties=species:S:1:pos:R:3:forces:R:3
C -0.7352 0.8620 0.0147 6.5 9.2 4.0
C 0.0042 2.1103 0.1519 -1.2 0.5 -1.2
N 0.6468 -1.7089 0.0301 -1.1 -4.7 -1.0
N -1.3316 -0.0945 -0.1675 -5.8 -7.0 -2.3
O -1.8694 -1.1500 -0.4575 -1.3 -1.5 -0.7
H 1.3009 -1.3477 -0.6020 1.9 2.0 -0.1
H 0.1636 2.4360 1.1910 -0.6 0.0 -0.2
H -0.3702 2.9913 -0.5109 0.6 -1.0 0.9
H 0.9702 1.7492 -0.1261 1.0 0.5 -0.7
H -0.1621 -1.8439 -0.6618 0.2 -0.1 1.6
H 1.0276 -2.6886 0.2157 -0.7 1.3 -0.1
H 0.3552 -1.3152 0.9226 0.5 0.9 -0.2
```
Forces are in eV/Å.

Density functional theory data (wB97M-V/def2-TZVPD) for 2 unconnected molecules or ions with the total composition C2H7N2O in a non-equilibrium geometry.

Total charge ... +2
Multiplicity ... 2

Structure (XYZ):
```
12
Properties=species:S:1:pos:R:3:forces:R:3
C -1.7968 -0.0418 1.0383 -0.3 1.9 -0.8
N -1.4573 1.1160 1.4663 0.2 -0.6 0.5
H -1.9674 -0.8585 1.7028 -0.1 -0.5 0.3
H -1.9049 -0.0731 -0.0487 -0.5 -0.6 0.6
H -1.2523 1.8601 0.7969 -0.3 0.0 0.4
H -1.2746 1.2942 2.4614 -0.2 0.1 -0.4
C 0.9562 -0.8103 -1.1419 -0.2 0.3 -1.2
N 2.2286 -0.2800 -1.3582 0.8 0.0 0.5
O 0.2505 -0.3902 -0.2483 1.3 -0.2 -0.2
H 0.6496 -1.5111 -1.9235 0.0 -0.4 0.3
H 2.9018 -0.7359 -1.9973 -0.3 0.0 -0.1
H 2.6665 0.4307 -0.7477 -0.4 -0.1 0.0
```
Forces are in eV/Å.

Density functional theory data (wB97M-V/def2-TZVPD) for 2 unconnected molecules or ions with the total composition C2H7N2O2 in a non-equilibrium geometry.

Total charge ... -1
Multiplicity ... 1

Structure (XYZ):
```
13
Properties=species:S:1:pos:R:3:forces:R:3
N 0.0250 -1.5715 -2.0441 0.1 0.1 -0.2
C 0.0057 -0.7200 -0.8998 0.2 0.5 0.9
O 0.6352 0.3843 -1.0055 -0.6 -1.0 -0.6
O -0.5847 -1.1622 0.1214 0.3 -0.1 -1.0
H -0.6158 -2.3583 -2.0027 0.1 0.5 -0.1
H 0.1073 -1.0711 -2.9234 -0.1 -0.3 0.3
C -0.4605 0.9839 2.1377 -0.1 -0.4 -0.9
N 0.5449 1.7950 1.4406 0.2 0.9 0.5
H -1.1968 0.5991 1.3951 0.2 0.2 0.8
H -0.9550 1.5666 2.9361 0.3 -0.3 -0.2
H 0.0466 0.0914 2.5448 -0.4 0.3 0.1
H 0.6909 1.4753 0.4709 -0.3 -0.2 0.4
H 0.2577 2.7724 1.4485 0.1 -0.3 -0.2
```
Forces are in eV/Å.

Density functional theory data (wB97M-V/def2-TZVPD) for 2 unconnected molecules or ions with the total composition C2H7N2O2 in a non-equilibrium geometry.

Total charge ... +1
Multiplicity ... 1

Structure (XYZ):
```
13
Properties=species:S:1:pos:R:3:forces:R:3
C 0.4058 -1.4938 -0.5277 0.7 -1.0 -0.3
C -0.4757 -1.2837 -1.5390 -2.1 -1.0 0.0
N 0.5771 1.5479 1.5656 1.3 -3.3 3.3
N 0.0389 0.7143 0.8080 -1.4 1.3 -1.1
O 0.3800 2.7064 1.7202 -0.5 2.5 -0.6
O -0.8501 1.2558 -0.0680 -0.3 -3.0 -0.8
H -0.4155 -0.4332 -2.1767 0.2 0.4 -0.7
H 1.4369 -1.1321 -0.6304 -0.4 0.0 0.2
H 0.2053 -2.3717 0.0441 0.5 -0.9 0.3
H -0.0546 -0.7137 0.2593 0.3 0.5 -0.3
H -1.3885 -1.9630 -1.6724 1.3 1.2 0.3
H 1.1086 0.9860 2.3134 -0.1 1.0 -1.0
H -0.9682 2.1807 -0.0966 0.4 2.3 0.8
```
Forces are in eV/Å.

Density functional theory data (wB97M-V/def2-TZVPD) for a gas-phase ion, C2H7N2O2 (charge +1) in a non-equilibrium geometry.

Total charge ... +1
SMILES ... C[N+](C)(O)N=O
Multiplicity ... 1

Structure (XYZ):
```
13
Properties=species:S:1:pos:R:3:forces:R:3
C 1.0575 -0.6176 0.0371 3.7 0.5 2.3
C -1.1519 0.0239 -0.3738 -3.7 -0.1 -0.2
N 0.7084 0.9668 -1.2638 2.7 10.6 -1.0
N 0.1294 0.6354 -0.1018 0.6 -1.9 1.8
O 1.1472 2.5320 -1.0467 -2.2 -8.6 -1.5
O 0.1086 1.5904 0.9016 0.4 -0.3 -1.2
H 1.9652 -0.2924 -0.5482 -0.5 -1.2 0.5
H 1.4464 -0.6345 1.1032 -0.8 0.4 -1.0
H 0.6609 -1.6140 -0.1801 -0.4 0.8 -0.6
H -1.8740 0.7705 0.0415 0.2 -0.6 -1.1
H -1.2327 -0.1975 -1.4882 -0.1 0.3 1.6
H -1.2779 -0.8745 0.2536 0.2 0.4 -0.5
H 0.4426 2.3880 0.2985 0.0 -0.5 0.9
```
Forces are in eV/Å.

| no. | E_tot (Eh) |
| --- | --- |
| 1 | -189.6447 |
| 2 | -264.7941 |
| 3 | -264.7396 |
| 4 | -264.8161 |
| 5 | -264.9266 |
| 6 | -264.5836 |
| 7 | -264.3689 |
| 8 | -340.4658 |
| 9 | -339.8809 |
| 10 | -339.7745 |